Entry i
{
  "formula": "C4H14O4",
  "method": "wB97M-V/def2-TZVPD",
  "species": ["O", "O", "O", "O", "C", "C", "C", "C", "H", "H", "H", "H", "H", "H", "H", "H", "H", "H", "H", "H", "H", "H"],
  "positions_angstrom": [[1.02, -1.36, 1.07], [-1.80, -2.25, 1.01], [0.86, -0.34, 4.24], [1.22, 0.78, -0.91], [-1.30, 2.30, -0.62], [0.16, 0.66, -1.78], [-0.95, 1.38, -1.74], [0.52, -0.39, -2.80], [1.21, -0.86, 0.25], [-2.25, 2.78, -0.84], [-1.51, 1.75, 0.30], [1.29, 0.04, -3.44], [-0.30, -0.69, -3.44], [1.34, -0.77, 3.52], [1.00, -2.30, 0.86], [1.16, 1.54, -0.33], [-1.68, 1.05, -2.46], [-1.75, -1.81, 0.15], [0.89, -1.32, -2.39], [-0.64, 3.10, -0.27], [1.42, -0.18, 5.00], [-1.62, -1.53, 1.64]],
  "smiles": "C/C=C(/C)O.O.O.O",
  "lumo_energy_ha": 0.019,
  "e_homo_ev": -9.03,
  "spin_multiplicity": 1,
  "orbital_gap_ev": 9.6
}

Entry ii
{
  "formula": "C4H14O4",
  "method": "wB97M-V/def2-TZVPD",
  "species": ["O", "O", "O", "O", "C", "C", "C", "C", "H", "H", "H", "H", "H", "H", "H", "H", "H", "H", "H", "H", "H", "H"],
  "positions_angstrom": [[-0.34, 2.59, -1.06], [-0.39, -2.59, 0.40], [-1.67, 0.16, -1.94], [2.62, 1.30, -0.34], [1.64, -1.77, 0.85], [-0.36, -0.18, 1.00], [0.17, -1.40, 0.90], [-1.64, 0.38, 1.16], [-1.51, 1.46, 0.96], [-0.68, 1.80, -1.02], [-2.05, 0.25, 2.19], [1.77, -2.78, 0.62], [2.10, -1.63, 1.81], [-2.31, -0.22, 0.44], [-0.86, 2.95, -1.86], [0.46, 0.54, 1.25], [-1.20, -2.55, -0.03], [2.17, -0.94, 0.28], [-0.84, -0.03, -2.36], [-2.18, -0.56, -1.74], [2.00, 2.06, -0.38], [3.09, 1.17, -1.16]],
  "smiles": "C/C=C(/C)O.O.O.O",
  "lumo_energy_ha": 0.011,
  "e_homo_ev": -8.23,
  "spin_multiplicity": 1,
  "orbital_gap_ev": 8.5
}

Which of them is most stable? Easy: entry i.

Entry i
{
  "formula": "C10H40HfN23O19",
  "method": "wB97M-V/def2-TZVPD",
  "species": ["Hf", "O", "O", "O", "O", "O", "O", "O", "O", "O", "O", "O", "O", "O", "O", "O", "O", "O", "O", "O", "N", "N", "N", "N", "N", "N", "N", "N", "N", "N", "N", "N", "N", "N", "N", "N", "N", "N", "N", "N", "N", "N", "N", "C", "C", "C", "C", "C", "C", "C", "C", "C", "C", "H", "H", "H", "H", "H", "H", "H", "H", "H", "H", "H", "H", "H", "H", "H", "H", "H", "H", "H", "H", "H", "H", "H", "H", "H", "H", "H", "H", "H", "H", "H", "H", "H", "H", "H", "H", "H", "H", "H", "H"],
  "positions_angstrom": [[-0.36, -0.14, 0.01], [-2.29, 1.41, -0.51], [0.14, 2.23, 0.63], [0.27, 4.27, 1.25], [1.94, 0.49, -0.03], [-2.14, -2.24, -3.53], [1.53, 2.00, 3.52], [0.63, -1.03, 2.03], [0.83, 3.69, -0.65], [-3.94, -2.47, -0.03], [-1.38, 0.75, 2.19], [-5.07, 2.07, -4.07], [-2.45, -1.10, 0.64], [-1.68, -0.86, -1.96], [-0.22, -2.45, -0.03], [3.53, -2.83, 0.52], [-3.78, -1.84, 2.02], [1.02, -1.04, -1.77], [-2.67, -0.21, -3.63], [0.11, 1.26, -1.90], [5.64, -3.57, 0.10], [-3.25, 1.17, 3.33], [-1.33, 2.17, 3.81], [4.09, 0.07, 0.67], [0.82, -2.43, 3.72], [-0.03, 1.28, -4.10], [-3.81, 2.53, 0.83], [-5.40, 0.48, -2.67], [3.55, 2.06, -0.21], [-2.18, -1.10, -3.00], [3.00, 2.60, 5.01], [0.39, 3.38, 0.40], [0.93, -2.79, -3.04], [0.57, -4.38, 0.85], [-3.83, 2.77, -1.32], [2.58, -1.55, -3.35], [-1.33, -4.27, -0.13], [2.83, 3.76, 3.30], [-3.49, -1.76, 0.87], [-6.87, 0.67, -4.18], [1.56, 2.27, -3.11], [4.49, -2.93, -1.50], [1.94, -0.60, 3.78], [-1.91, 1.27, 3.09], [-3.26, 2.15, -0.32], [1.18, -1.38, 3.07], [-5.81, 1.20, -3.62], [0.48, 1.60, -3.04], [2.40, 2.69, 3.91], [4.47, -3.11, -0.24], [3.13, 0.84, 0.14], [1.50, -1.74, -2.62], [-0.28, -3.64, 0.24], [2.68, -2.24, -4.07], [6.38, -3.52, -0.58], [5.32, -3.31, -1.93], [3.63, -3.01, -2.03], [0.25, -5.26, 1.23], [-4.48, 0.72, -2.34], [3.89, 3.07, 5.11], [2.09, 0.35, 3.49], [5.04, 0.39, 0.74], [-3.84, 0.62, 2.73], [0.01, -3.12, -2.79], [3.54, 4.32, 3.74], [-3.51, 2.19, 1.74], [0.20, 1.80, -4.93], [1.81, 2.80, -3.93], [2.65, 1.91, 5.66], [-6.02, -0.18, -2.21], [-1.35, -5.28, -0.17], [-4.55, 3.21, 0.92], [1.73, 2.83, -2.29], [3.27, -0.82, -3.22], [2.88, 2.65, -0.69], [1.48, -4.03, 1.12], [-3.44, 1.66, 4.19], [-0.89, 0.74, -4.11], [-0.35, 2.40, 3.78], [-7.36, 1.18, -4.90], [5.83, -3.62, 1.09], [3.82, -0.85, 1.01], [2.52, -1.06, 4.47], [-7.18, -0.16, -3.68], [-1.93, 2.62, 4.49], [-3.83, 2.38, -2.25], [2.68, 3.85, 2.31], [1.07, -2.39, 4.70], [1.34, -3.41, -3.72], [-4.66, 3.34, -1.16], [4.40, 2.27, 0.30], [-1.97, -3.70, -0.66], [0.01, -2.99, 3.51]],
  "lumo_energy_ha": -0.080,
  "e_homo_ev": -10.17,
  "spin_multiplicity": 1,
  "charge": 1,
  "orbital_gap_ev": 8.0
}

Entry ii
{
  "formula": "C10H40HfN23O19",
  "method": "wB97M-V/def2-TZVPD",
  "species": ["Hf", "O", "O", "O", "O", "O", "O", "O", "O", "O", "O", "O", "O", "O", "O", "O", "O", "O", "O", "O", "N", "N", "N", "N", "N", "N", "N", "N", "N", "N", "N", "N", "N", "N", "N", "N", "N", "N", "N", "N", "N", "N", "N", "C", "C", "C", "C", "C", "C", "C", "C", "C", "C", "H", "H", "H", "H", "H", "H", "H", "H", "H", "H", "H", "H", "H", "H", "H", "H", "H", "H", "H", "H", "H", "H", "H", "H", "H", "H", "H", "H", "H", "H", "H", "H", "H", "H", "H", "H", "H", "H", "H", "H"],
  "positions_angstrom": [[-0.30, 1.15, 0.02], [-2.71, 1.62, -0.63], [2.04, 0.56, 0.78], [1.55, 2.49, -0.96], [-2.26, -1.31, -2.19], [3.56, 2.46, -1.58], [-0.75, 1.74, -2.40], [0.59, 2.29, 2.13], [4.69, -0.65, -4.16], [-2.18, -4.73, 3.92], [-1.96, 1.41, 1.83], [-0.10, -0.43, 1.87], [0.77, -0.22, -1.68], [1.43, 1.77, 4.09], [1.88, 3.01, -2.93], [1.82, -3.24, -0.04], [-1.01, 3.44, 0.11], [0.88, 3.78, 3.68], [-2.34, -2.78, -0.59], [-1.39, -0.91, -0.37], [-4.85, 1.17, -0.18], [-2.24, 1.53, -4.04], [-2.04, -1.69, -1.06], [0.42, -0.92, -3.75], [3.61, -1.04, 1.15], [-3.60, 0.77, 3.00], [-0.20, 5.15, -0.96], [0.99, -2.09, 2.88], [2.38, 2.76, -1.79], [-1.90, 5.42, 0.54], [-0.47, -1.15, 4.00], [4.19, 1.07, 1.28], [0.92, 2.61, 3.30], [-1.72, -3.74, 1.97], [-0.83, 3.19, -4.11], [-4.45, 3.09, -0.91], [0.16, -4.47, -0.60], [1.64, -2.15, -2.61], [-2.25, -5.90, 2.10], [-2.38, 2.43, 3.74], [4.38, -0.89, -1.98], [6.24, -0.21, -2.75], [1.56, -5.36, 0.64], [0.20, -1.11, 2.86], [-1.15, 2.11, -3.48], [1.25, -4.33, -0.03], [-1.07, 4.62, -0.07], [0.96, -1.06, -2.58], [3.14, 0.20, 1.15], [-3.91, 1.90, -0.60], [-2.63, 1.57, 2.81], [5.02, -0.56, -2.98], [-2.03, -4.77, 2.72], [1.94, -2.48, -1.70], [-0.14, -1.63, 4.82], [1.12, -6.27, 0.60], [6.73, 0.39, -3.40], [-2.57, -6.77, 2.50], [-2.68, 0.80, -3.51], [3.91, 2.02, 1.10], [1.39, -2.32, 1.98], [6.35, -0.09, -1.76], [-3.88, 3.90, -1.12], [-2.93, 2.23, 4.57], [-1.66, -6.00, 1.28], [2.53, -5.20, 0.83], [-1.52, -2.93, 2.54], [-2.57, 1.85, -4.94], [3.40, -1.13, -2.06], [5.11, 0.81, 0.95], [0.00, 3.67, -3.78], [-4.72, 0.19, 0.04], [-1.72, -3.76, 0.96], [-0.40, -3.74, -1.00], [-0.23, 6.16, -1.06], [-1.19, -0.46, 4.16], [0.78, -2.87, 3.49], [3.09, -1.84, 0.83], [-0.26, -5.38, -0.44], [-1.54, 6.34, 0.74], [-1.41, 3.46, -4.89], [-5.78, 1.52, -0.32], [-3.80, 0.52, 3.96], [4.41, -1.32, 1.71], [-5.40, 3.15, -0.59], [4.83, -0.73, -1.09], [-1.42, 2.71, 3.72], [-0.23, -0.14, -3.83], [1.83, -2.53, -3.52], [0.67, 4.66, -1.12], [0.75, -1.41, -4.57], [-2.63, 4.95, 1.07], [-3.78, 0.09, 2.28]],
  "lumo_energy_ha": -0.088,
  "e_homo_ev": -10.72,
  "spin_multiplicity": 1,
  "charge": 1,
  "orbital_gap_ev": 8.3
}

Which of them is most stable? Easy: entry i.

Entry i
{
  "formula": "FH2NO",
  "method": "wB97M-V/def2-TZVPD",
  "species": ["F", "O", "N", "H", "H"],
  "positions_angstrom": [[1.80, -0.62, 0.07], [0.93, 0.07, -0.69], [-0.84, -0.16, -0.01], [-1.20, 0.81, -0.36], [-0.69, -0.11, 0.99]],
  "lumo_energy_ha": [-0.039, -0.041],
  "e_homo_ev": [-10.83, -10.74],
  "spin_multiplicity": 1,
  "orbital_gap_ev": [9.8, 9.6]
}

Entry ii
{
  "formula": "FH2NO",
  "method": "wB97M-V/def2-TZVPD",
  "species": ["F", "O", "N", "H", "H"],
  "positions_angstrom": [[2.10, -0.43, 0.17], [1.19, 0.16, -0.58], [-1.34, -0.07, 0.29], [-0.77, -0.50, -0.52], [-1.18, 0.85, 0.64]],
  "lumo_energy_ha": [-0.143, -0.150],
  "e_homo_ev": [-10.03, -9.46],
  "spin_multiplicity": 1,
  "orbital_gap_ev": [6.1, 5.4]
}

Which of them is most stable? Easy: entry i.

Entry i
{
  "formula": "C6H11N2O2",
  "method": "wB97M-V/def2-TZVPD",
  "species": ["O", "O", "N", "N", "C", "C", "C", "C", "C", "C", "H", "H", "H", "H", "H", "H", "H", "H", "H", "H", "H"],
  "positions_angstrom": [[-0.56, 0.04, -1.35], [2.93, 1.93, -1.41], [0.05, -0.10, 1.24], [0.60, 1.94, -0.99], [2.05, 1.31, -0.86], [-0.57, 1.28, -0.99], [-0.77, -0.98, 2.10], [1.22, -0.58, 0.68], [2.05, 0.07, -0.22], [-1.70, -0.95, -1.23], [-1.52, -1.45, 1.48], [2.85, -0.56, -0.50], [-1.21, -1.88, -1.66], [-1.22, -0.47, 2.97], [-1.61, 1.77, -0.94], [1.40, -1.64, 0.90], [-1.99, -1.15, -0.17], [0.56, 2.98, -1.00], [-0.17, -1.82, 2.44], [0.05, 0.83, 1.43], [-2.43, -0.58, -1.92]],
  "smiles": "CN/C=C\\C(=O)/[NH+]=C\\OC",
  "lumo_energy_ha": -0.170,
  "e_homo_ev": -12.88,
  "spin_multiplicity": 1,
  "charge": 1,
  "orbital_gap_ev": 8.2
}

Entry ii
{
  "formula": "C6H11N2O2",
  "method": "wB97M-V/def2-TZVPD",
  "species": ["O", "O", "N", "N", "C", "C", "C", "C", "C", "C", "H", "H", "H", "H", "H", "H", "H", "H", "H", "H", "H"],
  "positions_angstrom": [[-1.01, -1.69, -0.31], [1.27, 1.96, -0.47], [3.65, -1.23, 0.19], [1.49, -0.36, 0.04], [0.59, 0.77, -0.03], [-0.89, 0.67, -0.25], [-0.51, 1.14, 1.15], [2.76, -0.24, 0.11], [-1.61, -0.66, -0.09], [-3.15, -0.55, 0.11], [-3.67, -1.43, -0.34], [-3.62, 0.40, -0.40], [-1.47, 1.37, -0.85], [3.44, -2.30, 0.32], [-0.55, 2.18, 1.32], [3.12, 0.75, -0.19], [1.29, 1.98, -1.40], [4.68, -1.00, 0.01], [-0.66, 0.61, 2.07], [-3.42, -0.59, 1.16], [0.95, -1.30, 0.06]],
  "smiles": "CC(=O)[C@H]1C[C@@]1(O)/[NH+]=C/N",
  "lumo_energy_ha": -0.121,
  "e_homo_ev": -13.46,
  "spin_multiplicity": 1,
  "charge": 1,
  "orbital_gap_ev": 10.2
}

Which of them is most stable? Easy: entry ii.

Entry i
{
  "formula": "C7H14O3",
  "method": "wB97M-V/def2-TZVPD",
  "species": ["O", "O", "O", "C", "C", "C", "C", "C", "C", "C", "H", "H", "H", "H", "H", "H", "H", "H", "H", "H", "H", "H", "H", "H"],
  "positions_angstrom": [[0.20, 1.31, 3.60], [-1.91, 0.48, -2.23], [-1.21, -0.07, 1.79], [0.38, 0.73, -0.13], [0.16, 0.41, 1.34], [0.91, -1.66, -1.01], [0.54, 1.54, 2.28], [0.07, -0.41, -1.09], [1.08, -0.72, -2.17], [-1.39, -0.60, -1.48], [-0.15, 0.34, 3.70], [-0.22, 1.62, -0.40], [-2.01, -0.79, -0.59], [0.82, -0.43, 1.60], [-0.24, 2.25, 1.77], [-1.47, -1.49, -2.13], [0.70, -1.05, -3.14], [0.43, -2.62, -1.18], [1.43, 1.01, -0.24], [-2.11, 1.21, -1.64], [1.98, -0.11, -2.22], [1.70, -1.68, -0.25], [-1.27, -1.02, 1.63], [1.61, 1.76, 2.19]],
  "smiles": "OC[C@@H](O)CC1(CO)CC1",
  "lumo_energy_ha": 0.021,
  "e_homo_ev": -10.15,
  "spin_multiplicity": 1,
  "orbital_gap_ev": 10.7
}

Entry ii
{
  "formula": "C7H14O3",
  "method": "wB97M-V/def2-TZVPD",
  "species": ["O", "O", "O", "C", "C", "C", "C", "C", "C", "C", "H", "H", "H", "H", "H", "H", "H", "H", "H", "H", "H", "H", "H", "H"],
  "positions_angstrom": [[-2.82, -1.67, 0.54], [1.64, -2.03, -0.79], [0.75, 2.60, 1.39], [0.66, -3.07, -0.71], [0.90, -1.04, -0.27], [-0.05, 0.66, 0.31], [0.00, 2.85, -0.92], [-0.14, -0.34, -0.86], [0.68, 1.97, 0.12], [0.64, -0.51, 1.12], [1.71, 1.75, -0.22], [0.17, -0.34, 2.10], [-0.02, 2.35, -1.89], [-0.92, -0.42, -1.61], [0.54, 3.80, -1.03], [0.83, -3.28, 0.50], [1.24, 3.42, 1.31], [1.05, -1.53, 1.70], [0.40, -3.04, -1.93], [-1.92, -1.49, 0.21], [-1.03, 3.07, -0.61], [-2.89, -1.20, 1.37], [-1.04, 0.88, 0.73], [-0.38, -3.37, -0.57]],
  "lumo_energy_ha": [-0.015, -0.013],
  "e_homo_ev": [-7.45, -6.95],
  "spin_multiplicity": 1,
  "orbital_gap_ev": [7.1, 6.6]
}

Which of them is most stable? Easy: entry i.